# 1
ORCA calculation (the ωB97M-V functional and the def2-TZVPD basis) on a molecular structure, C40H31CdCl3N4P2Si at a distorted geometry.

Computed properties:
LUMO = -0.77 eV
Electronic energy = -4282.60036 Ha
Gap between HOMO and LUMO = 6.889 eV

Structure (ORCA input):
```
! wB97M-V def2-TZVPD RIJCOSX def2/J DEFGRID3
* xyz 0 1
Cd 0.316 1.072 0.618
N 7.647 0.810 7.649
C 6.839 0.765 6.836
C 5.845 0.708 5.832
C 5.679 -0.466 5.094
C 4.691 -0.532 4.132
C 3.857 0.560 3.902
C 4.034 1.730 4.634
C 5.027 1.813 5.590
C 2.766 0.454 2.906
C 1.481 0.335 3.434
C 1.152 0.267 4.822
C -0.213 0.167 4.894
C -0.672 0.176 3.561
N 0.319 0.263 2.690
C 3.153 0.438 1.562
C 4.485 0.602 1.084
C 4.438 0.423 -0.276
C 3.092 0.163 -0.589
N 2.317 0.182 0.489
H 6.317 -1.317 5.290
H 4.550 -1.436 3.559
H 3.388 2.575 4.446
H 5.169 2.717 6.164
H 1.854 0.287 5.635
H -0.818 0.109 5.778
H -1.696 0.122 3.227
H 5.343 0.839 1.687
H 5.253 0.476 -0.972
H 2.684 -0.068 -1.563
N -0.873 -0.793 -1.926
P -0.185 0.750 -2.393
C 0.298 0.182 -4.070
C 1.487 0.637 -4.628
C 1.878 0.207 -5.886
C 1.089 -0.690 -6.588
C -0.100 -1.145 -6.038
C -0.494 -0.714 -4.786
C -1.744 1.658 -2.764
C -2.516 2.110 -1.695
C -3.662 2.851 -1.914
C -4.035 3.182 -3.205
C -3.257 2.768 -4.273
C -2.118 2.013 -4.057
P -1.394 -0.915 -0.291
C -3.196 -0.654 -0.475
C -3.899 -0.266 0.660
C -5.271 -0.119 0.609
C -5.947 -0.348 -0.577
C -5.245 -0.703 -1.718
C -3.872 -0.865 -1.670
C -1.427 -2.741 -0.134
C -1.503 -3.276 1.147
C -1.525 -4.647 1.333
C -1.452 -5.495 0.239
C -1.376 -4.967 -1.039
C -1.375 -3.596 -1.229
H -0.110 -1.465 -2.035
H 2.099 1.337 -4.073
H 2.802 0.563 -6.318
H 1.394 -1.035 -7.565
H -0.720 -1.837 -6.589
H -1.425 -1.058 -4.361
H -2.217 1.901 -0.674
H -4.249 3.190 -1.074
H -4.929 3.763 -3.378
H -3.529 3.049 -5.282
H -1.518 1.702 -4.900
H -3.365 -0.072 1.582
H -5.817 0.182 1.490
H -7.020 -0.233 -0.613
H -5.778 -0.859 -2.645
H -3.321 -1.139 -2.559
H -1.529 -2.605 1.995
H -1.590 -5.056 2.331
H -1.455 -6.565 0.383
H -1.318 -5.626 -1.892
H -1.332 -3.204 -2.234
Cl -0.866 4.791 -0.789
Si -0.147 3.542 0.709
Cl 1.173 4.715 1.772
Cl -1.821 3.363 1.973
*
```

Atom charges from the Löwdin analysis, given in e for atoms 1 to 4:
1. Cd 1.0431
2. N 0.1623
3. C -0.1955
4. C -0.2338

# 2
ORCA calculation (the ωB97M-V functional and the def2-TZVPD basis) on a molecular structure, C40H32AlF9OP2 at a distorted geometry.

Computed properties:
LUMO = -8.20 eV
Electronic energy = -3442.10207 Ha
Gap between HOMO and LUMO = 6.134 eV

Structure (ORCA input):
```
! wB97M-V def2-TZVPD RIJCOSX def2/J DEFGRID3
* xyz 2 1
C -1.936 1.844 -2.977
C -0.681 2.313 -2.543
C 0.211 2.876 -3.480
C -0.192 3.043 -4.806
C -1.452 2.612 -5.224
C -2.319 1.997 -4.312
P -0.274 2.187 -0.765
C 1.245 3.199 -0.593
C 2.473 2.553 -0.371
C 3.635 3.310 -0.223
C 3.582 4.703 -0.321
C 2.362 5.343 -0.559
C 1.189 4.595 -0.697
Al 0.088 0.125 0.515
P 0.243 -2.297 0.620
C 1.064 -3.237 -0.712
C 0.417 -4.259 -1.430
C 1.140 -5.022 -2.352
C 2.477 -4.717 -2.626
C 3.097 -3.638 -1.985
C 2.393 -2.890 -1.040
C 1.185 -2.815 2.120
C 0.594 -2.432 3.329
C 1.317 -2.496 4.516
C 2.592 -3.058 4.528
C 3.149 -3.530 3.345
C 2.456 -3.415 2.136
C -1.347 -3.163 0.906
C -2.562 -2.450 0.899
C -3.767 -3.141 1.083
C -3.758 -4.522 1.307
C -2.548 -5.217 1.375
C -1.341 -4.538 1.195
C -1.638 3.182 -0.013
C -2.501 4.057 -0.692
C -3.493 4.742 0.018
C -3.625 4.601 1.404
C -2.773 3.728 2.084
C -1.832 3.010 1.365
H -0.435 -2.074 3.316
H 0.903 -2.105 5.439
H 3.141 -3.099 5.473
H 4.149 -3.974 3.363
H 2.890 -3.792 1.213
H -0.632 -4.486 -1.236
H 0.650 -5.856 -2.859
H 3.026 -5.302 -3.365
H 4.135 -3.388 -2.210
H 2.885 -2.062 -0.519
H -2.563 -1.366 0.745
H -4.712 -2.597 1.056
H -4.698 -5.057 1.455
H -2.533 -6.292 1.563
H -0.394 -5.078 1.259
H -2.409 4.193 -1.771
H -4.182 5.398 -0.514
H -4.383 5.150 1.963
H -2.849 3.600 3.166
H -1.232 2.278 1.889
H 2.512 1.460 -0.300
H 4.578 2.803 -0.009
H 4.494 5.290 -0.200
H 2.314 6.431 -0.624
H 0.229 5.088 -0.864
H 1.194 3.219 -3.159
H 0.494 3.510 -5.517
H -1.755 2.734 -6.265
H -3.299 1.649 -4.635
H -2.625 1.386 -2.263
H -0.122 -0.380 -1.182
H -0.909 -0.328 -0.905
F 2.556 -0.222 2.657
C 2.335 0.800 3.522
F 2.652 0.367 4.780
F 3.247 1.749 3.170
C 0.843 1.292 3.329
O 0.353 0.834 2.088
C -0.218 0.966 4.413
F -0.161 1.664 5.575
F -1.447 1.179 3.858
F -0.226 -0.337 4.765
C 0.925 2.838 3.467
F 1.703 3.267 4.498
F 1.428 3.350 2.318
F -0.284 3.439 3.641
*
```

Atom charges from the Löwdin analysis, given in e for atoms 1 to 4:
1. C -0.1127
2. C -0.3530
3. C -0.0573
4. C -0.0462

# 3
ORCA calculation (the ωB97M-V functional and the def2-TZVPD basis) on a molecular structure, C40H32BrN5O3PSSn.

Computed properties:
ΔE to the lowest compared entry with this formula, charge and spin = 2.1496 eV
LUMO = -2.71 eV
Electronic energy = -5570.66483 Ha
Gap between HOMO and LUMO = 7.992 eV

Structure (ORCA input):
```
! wB97M-V def2-TZVPD RIJCOSX def2/J DEFGRID3
* xyz 1 1
Sn 0.118 0.623 0.132
C -2.857 4.260 0.211
C -1.691 3.351 -0.017
N -1.622 2.180 0.480
N -2.640 1.742 1.299
C -2.187 0.967 2.240
N -3.065 0.364 3.067
S -0.467 0.685 2.589
C -0.485 3.798 -0.777
C -0.495 4.933 -1.570
C 0.682 5.342 -2.181
C 1.837 4.607 -1.988
C 1.759 3.469 -1.204
N 0.634 3.076 -0.607
H -3.280 4.065 1.191
H -2.570 5.307 0.142
H -3.643 4.062 -0.526
H -4.049 0.545 2.959
H -2.733 -0.120 3.878
H -1.412 5.486 -1.721
H 0.692 6.229 -2.802
H 2.780 4.905 -2.429
H 2.637 2.851 -1.035
O -1.216 -1.442 -0.042
P -1.432 -2.932 -0.167
C -3.161 -3.361 0.027
C -4.041 -2.816 -0.917
C -5.402 -3.048 -0.811
C -5.894 -3.820 0.238
C -5.028 -4.347 1.185
C -3.661 -4.118 1.085
C -0.949 -3.440 -1.816
C -1.599 -4.462 -2.509
C -1.259 -4.731 -3.828
C -0.283 -3.972 -4.461
C 0.363 -2.948 -3.777
C 0.035 -2.683 -2.456
C -0.494 -3.873 1.079
C 0.031 -2.913 2.223
C 0.143 -3.555 3.556
C -0.024 -4.871 3.726
C -0.494 -5.751 2.652
C -0.818 -5.277 1.445
H -3.655 -2.206 -1.727
H -6.081 -2.628 -1.542
H -6.958 -4.007 0.317
H -5.416 -4.936 2.006
H -2.996 -4.523 1.837
H -2.375 -5.044 -2.021
H -1.768 -5.522 -4.365
H -0.033 -4.173 -5.496
H 1.121 -2.355 -4.276
H 0.526 -1.879 -1.917
H -0.285 -1.878 2.196
H 0.309 -2.902 4.407
H 0.076 -5.297 4.719
H -0.677 -6.793 2.886
H -1.296 -5.910 0.702
C 0.904 -3.416 1.174
C 2.086 -3.765 0.737
C 2.431 -4.987 -0.040
C 2.642 -6.158 0.689
C 2.990 -7.336 0.039
C 3.130 -7.348 -1.344
C 2.916 -6.186 -2.072
C 2.570 -5.008 -1.422
H 2.528 -6.141 1.768
H 3.146 -8.244 0.611
H 3.411 -8.264 -1.854
H 3.025 -6.193 -3.151
H 2.406 -4.109 -1.992
Br 6.470 2.273 -0.428
C 6.080 0.652 0.448
C 7.054 0.008 1.197
N 6.829 -1.152 1.817
C 5.620 -1.704 1.704
C 4.591 -1.108 0.988
C 4.828 0.095 0.344
C 3.239 -1.706 0.875
O 3.229 -3.028 1.129
O 2.263 -1.069 0.552
H 8.044 0.439 1.302
H 5.464 -2.650 2.209
H 4.046 0.569 -0.231
*
```

Atom charges from the Löwdin analysis, given in e for atoms 1 to 4:
1. Sn 1.1998
2. C -0.0076
3. C -0.2521
4. N -0.1471